This record from the Open Molecules 2025 dataset describes C9H6Cl3N2O4Se2TaTe2 as an isolated structure in a non-equilibrium geometry. The level of theory is the ωB97M-V functional and the def2-TZVPD basis.

Each line ends with the Löwdin charge.
CARTESIAN COORDINATES (ANGSTROEM)
Ta -0.09678 0.30159 0.21042  0.96
N 2.15637 -2.49400 -0.12339  0.00
C 1.77280 -2.46973 -1.53469  -0.17
C 0.49627 -1.66981 -1.63593  -0.57
O -0.56998 -2.17708 -1.83954  0.11
O 0.64299 -0.32957 -1.42604  -0.35
H 3.09717 -2.84385 -0.00937  0.08
H 1.53562 -3.08740 0.41407  0.05
H 1.59628 -3.44716 -1.98265  0.12
H 2.54927 -1.94300 -2.08929  0.13
Se 2.14259 0.40939 1.23992  0.00
Te 1.84798 2.61042 2.44065  0.24
Te 0.02036 4.01511 0.90795  0.24
Se -0.27836 2.45749 -1.03056  -0.05
Cl -5.68117 -4.32372 0.64051  0.69
C -4.17029 -3.47908 0.71957  -0.66
C -4.05639 -2.23194 0.13103  -0.10
C -2.84126 -1.59150 0.22463  -0.50
Cl -2.57125 -0.03095 -0.51587  0.79
C -1.73874 -2.12572 0.88111  -0.43
O -0.59318 -1.44083 0.93937  -0.32
C -1.88885 -3.39111 1.43428  -0.57
Cl -0.52449 -4.11644 2.21236  0.75
C -3.09329 -4.06635 1.36332  -0.11
H -4.88846 -1.78252 -0.39256  0.12
H -3.18720 -5.04857 1.80405  0.11
O -2.03193 1.36852 3.94779  0.14
C -1.54062 1.20541 2.89995  -0.48
N -1.03771 1.05491 1.81861  -0.23

Forces on the atoms, in the same order (eV/Å):
0.508 0.941 2.537
-0.020 0.024 -0.067
0.260 0.294 0.185
0.208 -0.323 -0.610
-0.243 0.080 -0.200
-0.066 -1.676 -1.086
0.055 0.027 -0.004
-0.041 0.005 0.026
-0.044 -0.041 -0.033
0.037 -0.044 -0.041
0.545 0.285 0.193
0.246 0.129 0.226
-0.037 0.178 -0.071
-0.056 0.745 -0.453
0.038 0.018 -0.008
0.020 -0.051 0.034
-0.094 0.110 -0.105
0.035 0.031 0.016
-0.840 -0.274 -0.396
0.134 0.229 -0.076
-0.391 -0.739 -0.583
0.135 -0.098 0.133
-0.061 0.008 -0.020
-0.036 -0.077 0.019
0.016 -0.009 0.023
0.000 0.017 0.003
0.081 -0.023 -0.166
-0.047 0.109 0.051
-0.337 0.124 0.475

Max |F| = 2.8 eV/Å
HOMO level = -7.3 eV
E_LUMO = -1.45 eV
Total energy = -7533.7206 a.u.
Energy above the lowest of the compared OMol25 structures with the same formula, charge and spin = 56.9 kJ/mol